# 1
Formula: C9H20N3
Source: OMol25
Level of theory: ωB97M-V/def2-TZVPD

Last column: Mulliken charge in e.
Atoms and positions in Å:
C  3.50524  -1.07803  -0.02494  -0.37
C  -1.94967  -1.24180  -0.59995  -1.07
C  -1.25214  -0.19159  0.20725  -0.27
C  -2.76101  -0.09725  -0.02713  1.35
C  -3.22873  0.87307  -1.04091  -1.72
C  -3.59801  -0.29043  1.17274  -1.27
C  3.17355  1.31592  -0.34852  -1.62
C  -0.13046  0.68798  -0.23242  -0.81
C  2.39473  0.21322  0.23979  0.68
N  2.96892  -2.03026  -0.63440  -0.48
N  1.93376  0.44630  1.54410  -0.43
N  1.01001  -0.21083  -0.50576  -0.24
H  4.53891  -0.98061  0.32578  0.41
H  -1.85550  -1.10041  -1.65507  0.31
H  -1.99760  -2.21570  -0.30489  0.41
H  -1.12521  -0.48831  1.21620  0.35
H  -2.48773  1.09289  -1.81988  0.38
H  -3.40941  1.75891  -0.48597  0.40
H  -4.20700  0.56224  -1.46738  0.38
H  -4.73946  -0.31201  0.94647  0.32
H  -3.50677  0.65301  1.85331  0.32
H  -3.15891  -1.10393  1.92337  0.27
H  2.79782  2.29889  -0.25400  0.42
H  3.56896  1.13930  -1.31920  0.44
H  3.99335  1.22349  0.27856  0.49
H  0.17584  1.28982  0.52052  0.35
H  -0.43747  1.27807  -1.08040  0.49
H  3.67645  -2.78474  -0.83677  0.29
H  2.37206  1.10379  2.07347  0.17
H  1.67202  -0.32596  2.07590  0.20
H  0.73533  -1.13152  -0.23449  0.42
H  1.32812  -0.35354  -1.50535  0.42

Summary:
E_HOMO (eV): -12.89
Charge: +1
Energy above the lowest of the compared OMol25 structures with the same formula, charge and spin (kJ/mol): 206.8
Gap between HOMO and LUMO (eV): 10.349
Lowest unoccupied orbital energy (eV): -2.536
Calculated total energy (hartree): -518.85556

---

# 2
Formula: C5H13NO
Source: OMol25
Level of theory: ωB97M-V/def2-TZVPD

Last column: Mulliken charge in e.
Atoms and positions in Å:
C  -1.23053  1.01881  1.50011  -0.67
C  -0.71922  -0.53490  1.49794  -0.66
C  -0.79072  1.49126  0.05399  0.46
O  0.34501  1.45443  -0.23349  -0.55
N  -1.83697  1.80346  -0.73682  -0.42
H  -2.25718  1.23576  1.62740  0.43
H  -0.63104  1.68269  2.13446  0.31
H  -1.66610  -0.82535  0.80902  0.26
H  -1.64598  2.45100  -1.48069  0.26
H  -2.77046  1.97667  -0.37607  0.22
H  -0.74687  -0.70734  2.57624  0.27
H  0.24945  -0.79553  1.13000  0.04
C  1.59606  -1.65333  -1.16857  -0.46
C  2.40748  -2.92251  -0.82251  -1.15
H  1.87973  -0.99008  -2.03393  0.34
H  0.57662  -2.04381  -1.31380  0.22
H  1.63328  -0.98629  -0.23559  0.05
H  3.33871  -2.74130  -0.34245  0.34
H  2.63375  -3.44282  -1.71211  0.33
H  1.92640  -3.46929  -0.12264  0.37

Summary:
E_HOMO (eV): -9.56
Charge: 0
Energy above the lowest of the compared OMol25 structures with the same formula, charge and spin (kJ/mol): 175.3
Gap between HOMO and LUMO (eV): 10.397
Lowest unoccupied orbital energy (eV): 0.835
Calculated total energy (hartree): -328.25207

---

# 3
Formula: C22H47ClN5O9P
Source: OMol25
Level of theory: ωB97M-V/def2-TZVPD

Last column: Mulliken charge in e.
Atoms and positions in Å:
C  -3.80655  -2.87429  3.00802  -0.55
C  -3.34544  -1.35719  2.47700  -0.40
P  -1.81939  -1.62864  1.36158  0.23
C  -0.30723  -0.58922  1.90780  -0.10
C  1.03013  -1.55015  1.61997  -0.43
O  -2.17738  -1.44810  -0.33497  -0.07
C  -2.86529  -2.73516  -0.68569  0.22
O  -4.17339  -2.67944  -0.99879  -0.58
O  -2.06038  -3.97231  -0.62378  0.12
C  -2.90035  -5.15431  -0.36928  -0.41
C  -3.53513  -5.73357  -1.80107  0.42
O  -2.71696  -5.84597  -2.86051  -0.46
Cl  -5.36969  -6.18440  -1.86773  -0.17
H  -4.97644  -3.02647  2.96237  0.27
H  -3.32612  -3.65128  2.24803  -0.01
H  -3.34239  -3.05187  4.06998  0.30
H  -3.17772  -0.60425  3.37014  0.36
H  -4.24463  -0.99884  1.77903  0.13
H  -0.34387  -0.44352  3.07666  0.25
H  -0.20093  0.44921  1.37865  -0.15
H  0.78601  -2.11181  0.60461  -0.12
H  1.04881  -2.35662  2.46827  0.26
H  2.01854  -0.93528  1.49742  0.30
H  -3.74366  -4.98631  0.44318  0.33
H  -2.19192  -6.00080  0.08466  0.33
C  2.01480  2.78448  1.77000  0.02
O  1.80459  1.71572  1.20979  -0.56
N  1.32433  3.95566  1.54226  0.20
C  1.63382  5.18201  2.24751  -0.90
C  0.25441  3.96137  0.56628  -0.91
H  2.80627  2.88991  2.52971  0.34
H  0.74643  5.50746  2.79777  0.33
H  1.91523  5.94790  1.51904  0.36
H  2.45833  5.03551  2.95062  0.20
H  -0.50390  3.23139  0.86524  0.20
H  0.65942  3.66969  -0.40749  0.30
H  -0.19772  4.95415  0.49486  0.38
C  5.40117  5.64506  3.73634  0.10
O  4.47850  6.03877  4.43914  -0.60
N  6.00182  6.36721  2.72738  0.13
C  7.09100  5.82990  1.93867  -0.92
C  5.52931  7.70691  2.44585  -0.87
H  5.83573  4.64067  3.86688  0.33
H  7.96691  6.47353  2.05993  0.33
H  6.79133  5.81239  0.88685  0.34
H  7.34486  4.81486  2.25629  0.29
H  5.63938  8.31954  3.34576  0.30
H  4.46929  7.66150  2.17824  0.22
H  6.09776  8.15226  1.62508  0.38
C  0.38007  -1.01703  -5.21339  0.07
O  0.62877  -0.40190  -6.24297  -0.60
N  -0.82617  -1.61059  -4.90855  0.19
C  -1.04229  -2.32242  -3.66609  -0.64
C  -1.91355  -1.52020  -5.86078  -1.00
H  1.13705  -1.14510  -4.42265  0.31
H  -1.31019  -3.35812  -3.89353  0.36
H  -1.86060  -1.84295  -3.12117  0.34
H  -0.14297  -2.31268  -3.04420  -0.05
H  -1.59804  -1.97355  -6.80533  0.32
H  -2.14583  -0.46548  -6.03665  0.31
H  -2.80108  -2.03493  -5.48331  0.36
C  -3.16865  1.47465  0.43758  0.00
O  -2.85601  1.57804  1.61733  -0.62
N  -4.30359  2.00474  -0.13793  0.16
C  -4.60355  1.83842  -1.54485  -0.94
C  -5.22687  2.75251  0.69013  -0.98
H  -2.53631  0.92595  -0.27920  0.41
H  -4.67135  2.82530  -2.01137  0.37
H  -5.56126  1.31929  -1.64363  0.36
H  -3.82647  1.25637  -2.04785  0.26
H  -4.70017  3.60461  1.13033  0.30
H  -5.58584  2.10567  1.49640  0.29
H  -6.07440  3.10879  0.09862  0.39
C  3.20434  -4.85356  0.29310  0.04
O  2.80164  -3.93367  0.99445  -0.51
N  2.78622  -5.12018  -0.99311  0.19
C  3.31206  -6.23069  -1.75951  -0.91
C  1.78872  -4.26271  -1.59896  -0.95
H  3.96340  -5.56487  0.65719  0.24
H  3.78181  -5.84291  -2.66788  0.31
H  2.48743  -6.89702  -2.02862  0.31
H  4.05324  -6.79166  -1.18366  0.30
H  2.16927  -3.23715  -1.62471  0.27
H  0.88098  -4.28627  -0.98840  0.26
H  1.55849  -4.59594  -2.61439  0.41

Summary:
E_HOMO (eV): -7.66
Charge: 0
Energy above the lowest of the compared OMol25 structures with the same formula, charge and spin (kJ/mol): 0.0
Gap between HOMO and LUMO (eV): 7.233
Lowest unoccupied orbital energy (eV): -0.424
Calculated total energy (hartree): -2618.74321

---

# 4
Formula: C3H2F4
Source: OMol25
Level of theory: ωB97M-V/def2-TZVPD

Last column: Mulliken charge in e.
Atoms and positions in Å:
C  0.55340  -0.21041  -1.43127  -0.65
C  0.36771  0.67226  -0.52059  0.37
C  -0.61569  -0.08725  1.15660  0.55
F  0.57617  1.95591  -0.39360  -0.18
F  0.37744  -0.89833  1.62056  -0.21
F  -1.73907  -0.75667  0.97120  -0.18
F  -0.73282  0.86243  2.13902  -0.22
H  0.95654  -0.27389  -2.39384  0.35
H  0.25633  -1.26404  -1.14808  0.17

Summary:
E_HOMO (eV): -10.85
Charge: 0
Energy above the lowest of the compared OMol25 structures with the same formula, charge and spin (kJ/mol): 256.0
Gap between HOMO and LUMO (eV): 11.720
Lowest unoccupied orbital energy (eV): 0.871
Calculated total energy (hartree): -514.86947

---

# 5
Formula: FNO4S2
Source: OMol25
Level of theory: ωB97M-V/def2-TZVPD

Last column: Mulliken charge in e.
Atoms and positions in Å:
N  0.10008  -0.07062  0.94111  -0.37
O  2.28092  -1.18315  0.00722  -0.64
O  2.20810  1.24655  0.27852  -0.62
O  -1.32668  -1.27524  -0.83216  -0.60
O  -2.48157  0.23574  0.81588  -0.73
F  -1.10169  1.15744  -1.06822  -0.39
S  1.45502  0.05287  -0.22762  0.37
S  -1.13418  -0.16359  0.08525  0.98

Summary:
E_HOMO (eV): 0.16
Charge: -2
Energy above the lowest of the compared OMol25 structures with the same formula, charge and spin (kJ/mol): 7.8
Gap between HOMO and LUMO (eV): 6.521
Lowest unoccupied orbital energy (eV): 6.680
Calculated total energy (hartree): -1251.93271

---

# 6
Formula: C7H13FNO3P
Source: OMol25
Level of theory: ωB97M-V/def2-TZVPD

Last column: Mulliken charge in e.
Atoms and positions in Å:
C  2.45403  0.28801  0.17160  -0.04
C  1.64164  0.15134  -0.82695  0.39
C  -1.59022  1.31161  0.30151  0.24
C  3.93621  0.22235  0.23230  -1.28
C  -1.75103  -1.73755  0.36606  -0.45
C  -2.72276  -0.77434  1.14720  -0.57
C  -0.32888  -1.18040  0.16549  -1.31
N  -2.66086  0.62913  0.64911  -0.16
O  0.17673  1.99507  -1.36524  -0.69
O  -1.72403  2.52037  0.21822  -0.67
O  -0.77714  -0.06058  -2.16114  -0.60
F  1.99589  -0.18425  -2.06645  -0.31
P  -0.20700  0.45080  -0.75696  1.20
H  1.96583  0.54173  1.16615  0.24
H  4.44220  1.02493  0.89059  0.29
H  4.11119  -0.70456  0.87308  0.27
H  4.53809  0.22149  -0.69235  0.33
H  -1.71128  -2.66939  1.05668  0.31
H  -2.26995  -1.93652  -0.65958  0.27
H  -2.32741  -0.66970  2.22319  0.29
H  -3.78631  -1.15261  1.14151  0.29
H  0.18522  -1.07261  1.10989  0.50
H  0.21618  -1.86817  -0.39996  0.50
H  -0.05417  2.86681  -1.15612  0.30
H  -3.42162  1.18521  1.13493  0.30
H  -0.33055  0.60183  -2.76274  0.37

Summary:
E_HOMO (eV): -8.91
Charge: 0
Energy above the lowest of the compared OMol25 structures with the same formula, charge and spin (kJ/mol): 0.0
Gap between HOMO and LUMO (eV): 9.589
Lowest unoccupied orbital energy (eV): 0.678
Calculated total energy (hartree): -996.16282

---

# 7
Formula: C6H15ClF5O8PTeV
Source: OMol25
Level of theory: ωB97M-V/def2-TZVPD

Last column: Mulliken charge in e.
Atoms and positions in Å:
V  -1.69231  1.21249  0.62752  0.79
O  0.19159  0.52264  4.26098  -0.53
Cl  0.06983  1.51292  3.27811  1.72
O  -0.49080  2.72152  3.71599  -0.49
O  1.18419  1.64952  2.42354  -0.49
O  -1.07897  0.89984  2.27981  -0.47
F  -0.78832  5.25186  -0.25294  -0.44
Te  -2.26940  4.09353  -0.18069  1.57
F  -1.68581  1.33597  -1.16203  -0.48
F  -3.45321  2.58276  0.51325  -0.53
F  -2.85616  5.02758  1.28862  -0.37
F  -2.94462  0.05858  0.70435  -0.43
O  -1.09708  2.87653  0.68786  -0.53
C  -0.72747  -3.11341  1.18753  -1.09
C  0.09527  -2.07778  1.90186  -0.08
O  0.70323  -1.09449  0.97559  -0.40
P  0.07215  -0.22309  -0.12566  1.61
O  -0.48043  -1.16864  -1.21229  -0.16
C  -0.73594  -0.90887  -2.64493  -0.16
C  -0.35622  -2.14914  -3.40253  -1.29
O  1.14382  0.72687  -0.68583  -0.25
C  2.58357  0.82128  -0.32487  -0.14
C  3.38830  -0.01889  -1.27538  -1.18
H  -1.04768  -3.84464  1.93094  0.46
H  -0.14537  -3.62978  0.42587  0.29
H  -1.62190  -2.69229  0.72899  0.27
H  0.96339  -2.50399  2.39562  0.33
H  -0.47649  -1.50459  2.62751  0.16
H  -0.14497  -0.04051  -2.92987  0.35
H  -1.79278  -0.66987  -2.71830  0.29
H  0.70478  -2.37149  -3.29743  0.31
H  -0.56911  -1.99140  -4.46040  0.42
H  -0.93473  -3.00697  -3.06329  0.31
H  2.67822  0.51146  0.71153  0.31
H  2.79097  1.88364  -0.40834  0.31
H  3.14161  -1.07643  -1.17652  0.30
H  4.44534  0.10519  -1.03676  0.41
H  3.23350  0.29211  -2.30740  0.31

Summary:
E_HOMO (spin up / spin down) (eV): -14.47 / -14.47
Charge: +1
Energy above the lowest of the compared OMol25 structures with the same formula, charge and spin (kJ/mol): 17.9
Gap between HOMO and LUMO (spin up / spin down) (eV): 8.479 / 8.478
Lowest unoccupied orbital energy (spin up / spin down) (eV): -5.987 / -5.988
Calculated total energy (hartree): -3352.05233

---

# 8
Formula: C33H51BN4OP2Ru
Source: OMol25
Level of theory: ωB97M-V/def2-TZVPD

Last column: Mulliken charge in e.
Atoms and positions in Å:
Ru  -0.06818  0.24328  -0.31392  -0.72
C  2.47073  3.07276  -0.38274  -1.77
C  3.30725  1.80175  -0.57067  2.02
C  3.51037  1.57903  -2.07559  -1.61
C  4.64421  1.95780  0.16073  -1.74
P  2.32288  0.38546  0.13811  1.37
C  2.49438  0.57384  1.96755  -1.57
N  1.29392  -0.00888  2.49324  0.37
B  0.09956  -0.11915  1.72035  0.05
N  -0.79762  -0.88363  2.52014  0.33
C  -2.09304  -1.30721  2.06611  -1.57
P  -2.07582  -1.05514  0.22610  1.63
C  -2.02290  -2.78792  -0.44975  1.60
C  -2.20951  -2.73254  -1.97445  -1.89
C  -3.03138  -3.74890  0.18458  -1.63
C  -0.60605  -3.28125  -0.13982  -1.65
C  -3.65845  -0.12572  -0.11267  2.01
C  -3.65242  1.10131  0.82037  -1.74
C  -4.90796  -0.96471  0.16020  -1.90
C  -3.64029  0.34575  -1.57370  -2.10
C  -0.14992  -1.26825  3.71063  0.37
C  -0.57593  -2.06671  4.75557  -0.96
C  0.32159  -2.32080  5.78753  -0.79
C  1.60310  -1.78296  5.77170  -0.79
C  2.03021  -0.97490  4.72284  -0.93
C  1.14158  -0.72794  3.69318  0.61
C  3.03631  -1.29165  -0.25283  1.85
C  2.47064  -1.69217  -1.63144  -1.39
C  2.53504  -2.27129  0.82165  -1.62
C  4.56266  -1.34609  -0.27759  -1.89
H  3.04855  3.92925  -0.73695  0.66
H  2.21180  3.25571  0.66233  0.35
H  1.55289  3.02297  -0.96534  0.11
H  3.91744  2.49071  -2.51802  0.52
H  2.56509  1.35583  -2.57860  0.23
H  4.21352  0.77417  -2.28430  0.31
H  5.18598  2.78470  -0.30450  0.56
H  5.27252  1.07464  0.08795  0.34
H  4.51100  2.20531  1.21464  0.34
H  2.57402  1.63534  2.21493  0.53
H  3.39180  0.07313  2.33820  0.49
H  -2.89339  -0.71299  2.50906  0.45
H  -2.27142  -2.35417  2.31012  0.43
H  -3.25526  -2.59068  -2.24788  0.40
H  -1.88274  -3.67865  -2.41089  0.56
H  -1.61450  -1.93436  -2.42839  0.23
H  -4.05189  -3.37719  0.18238  0.25
H  -2.76153  -4.01475  1.20656  0.37
H  -3.01803  -4.67348  -0.39818  0.53
H  0.14317  -2.68808  -0.66822  0.09
H  -0.50378  -4.31570  -0.47677  0.72
H  -0.38764  -3.25848  0.93037  0.13
H  -4.11661  0.87602  1.78016  0.46
H  -4.23119  1.90406  0.35909  0.50
H  -2.64892  1.47423  1.01060  0.37
H  -4.88662  -1.43087  1.14722  0.38
H  -5.06130  -1.73473  -0.59548  0.37
H  -5.77420  -0.29956  0.12915  0.54
H  -2.77565  0.97979  -1.77424  0.58
H  -4.54119  0.93034  -1.77276  0.60
H  -3.62660  -0.48461  -2.27686  0.26
H  -1.57590  -2.48365  4.77559  0.50
H  0.01984  -2.94556  6.61723  0.43
H  2.27529  -1.99457  6.59232  0.43
H  3.02606  -0.54692  4.72203  0.50
H  1.39802  -1.49310  -1.71953  0.04
H  2.62709  -2.75976  -1.79913  0.50
H  2.96173  -1.15150  -2.44062  0.33
H  1.46833  -2.18528  1.00757  -0.15
H  3.05238  -2.12828  1.77097  0.40
H  2.74008  -3.29020  0.48553  0.67
H  4.99718  -0.74285  -1.07209  0.35
H  4.85556  -2.38311  -0.45902  0.51
H  4.99956  -1.04643  0.67636  0.36
O  -0.13289  0.59487  -2.30366  0.30
C  -0.53011  1.52832  -3.11879  0.63
C  -0.43329  1.33209  -4.51466  -0.97
C  -0.94707  2.25595  -5.38225  -0.57
C  -1.57451  3.41375  -4.88232  -0.98
C  -1.62340  3.64623  -3.52908  -1.34
C  -1.07468  2.72977  -2.62123  0.75
C  -1.03204  2.99531  -1.20859  -0.02
N  -0.61481  2.19175  -0.21007  1.86
C  -0.68340  2.91458  0.96645  -1.31
C  -1.13941  4.15602  0.68942  -1.06
N  -1.35389  4.18999  -0.66502  -0.02
H  0.04319  0.42272  -4.85834  0.54
H  -0.87954  2.09748  -6.45035  0.50
H  -2.01649  4.12652  -5.56497  0.46
H  -2.11726  4.54378  -3.17614  0.45
H  -0.38450  2.49008  1.90919  0.59
H  -1.33484  4.99949  1.32965  0.53
H  -1.65650  5.00144  -1.17719  0.19

Summary:
E_HOMO (spin up / spin down) (eV): -12.73 / -12.73
Charge: +2
Gap between HOMO and LUMO (spin up / spin down) (eV): 4.729 / 4.805
Lowest unoccupied orbital energy (spin up / spin down) (eV): -8.006 / -7.929
Calculated total energy (hartree): -2384.39306